(1)
H10O5 | wB97M-V/def2-TZVPD

Calculated values
LUMO energy   0.21 eV
Gap between HOMO and LUMO   11.49 eV
Highest occupied orbital energy   -11.285 eV
Maximum force   0.4 eV/Å
Total energy   -382.1772 Ha
SMILES   O.O.O.O.O

Structure (ORCA input):
```
! wB97M-V def2-TZVPD RIJCOSX def2/J DEFGRID3
* xyz 0 1
O 3.3153 -1.1332 0.8872
H 4.2645 -1.0892 1.0022
H 3.0008 -1.5968 1.6633
O -0.3199 -0.1994 -0.2826
H 0.3688 -0.7540 0.0840
H 0.0438 0.1205 -1.1082
O -4.6284 -2.1792 -0.8042
H -3.7720 -2.0313 -1.2053
H -4.4607 -2.1487 0.1377
O 4.1269 2.3073 -0.5418
H 3.8039 1.4500 -0.2645
H 4.2850 2.2119 -1.4810
O -3.4078 1.8322 0.9918
H -3.9707 1.8849 0.2194
H -2.6496 1.3250 0.7020
*
```

=====

(2)
H10O5 | wB97M-V/def2-TZVPD

Calculated values
LUMO energy   0.55 eV
Gap between HOMO and LUMO   11.95 eV
Highest occupied orbital energy   -11.402 eV
Maximum force   2.9 eV/Å
Total energy   -382.1872 Ha
SMILES   O.O.O.O.O

Structure (ORCA input):
```
! wB97M-V def2-TZVPD RIJCOSX def2/J DEFGRID3
* xyz 0 1
O -2.0959 -1.9803 -0.1623
H -2.8772 -1.4926 0.1011
H -1.8417 -1.5511 -0.9653
O -1.4166 1.1215 -1.8533
H -0.9120 1.6901 -1.2454
H -1.3653 1.6312 -2.6769
O 0.4513 2.5917 -0.1690
H 1.1573 1.9921 0.0918
H -0.1235 2.3661 0.5814
O 2.2793 0.3941 1.6043
H 1.9370 -0.4377 1.8834
H 2.7875 0.5012 0.7872
O 0.8419 -2.1647 1.0225
H -0.0295 -1.9617 0.6679
H 1.2073 -2.7000 0.3326
*
```

=====

(3)
H10O5 | wB97M-V/def2-TZVPD

Calculated values
LUMO energy   0.64 eV
Gap between HOMO and LUMO   10.29 eV
Highest occupied orbital energy   -9.647 eV
Maximum force   5.0 eV/Å
Total energy   -382.0850 Ha
SMILES   O.O.O.O.O

Structure (ORCA input):
```
! wB97M-V def2-TZVPD RIJCOSX def2/J DEFGRID3
* xyz 0 1
O 0.3304 1.4225 1.5413
H 1.2531 1.2080 1.7194
H 0.2610 2.3588 1.7594
O 3.8853 -2.5862 -0.4470
H 3.7379 -1.6356 -0.5083
H 4.7753 -2.7084 -0.7960
O -1.1723 0.1976 1.1210
H -1.8588 0.0825 0.4543
H -1.4382 -0.3921 1.8355
O -1.4135 1.6846 -0.3734
H -1.2229 2.6252 -0.2843
H -2.1758 1.6546 -0.9625
O -1.2972 -1.1346 -1.7062
H -1.9124 -1.3073 -2.4279
H -1.7520 -1.4693 -0.9252
*
```